No. 1
C5H13N3O2 | ωB97M-V/def2-TZVPD

Summary:
LUMO energy (eV): 0.3921
SMILES string: [H]/N=C(\N)NCC.CC(=O)O
Electronic energy (Eh): -513.03069
HOMO-LUMO gap (eV): 9.5
Charge: 0

Last column: Löwdin charge in e.
Positions of all 23 atoms, in Å:
H (-2.54824, 1.75134, 1.91726)  0.036
N (-2.24827, 1.29600, 1.08129)  0.132
C (-1.14537, 0.80205, 0.70758)  -0.571
N (-0.04009, 0.63748, 1.59714)  0.089
N (-0.88284, 0.36666, -0.53419)  0.026
C (-1.82067, 0.45549, -1.67615)  -0.230
C (-2.65608, -0.83113, -1.61786)  -0.113
H (0.22002, -0.30546, 1.85798)  0.083
H (-0.14655, 1.27494, 2.36787)  0.090
H (-0.04026, -0.12324, -0.77321)  0.109
H (-1.25177, 0.60528, -2.60864)  0.111
H (-2.57313, 1.26119, -1.77274)  0.113
H (-2.00423, -1.65944, -1.39273)  0.049
H (-3.14306, -0.94016, -2.59351)  0.071
H (-3.28390, -0.95776, -0.69130)  0.088
C (2.81982, -1.02628, -0.10093)  0.005
C (3.44949, 0.03090, 0.74051)  -0.574
O (4.34534, 0.75005, 0.34761)  0.090
O (2.94732, 0.38792, 1.93630)  0.078
H (3.11595, -0.87475, -1.11749)  0.080
H (1.71359, -1.11576, 0.00478)  0.062
H (3.18635, -2.02768, 0.30875)  0.120
H (1.98658, 0.24235, 2.01167)  0.057

Cartesian forces, eV/Å:
0.9 -0.3 0.6
-0.9 0.2 -2.4
-0.1 0.1 2.3
0.7 0.2 -0.3
-0.8 1.0 -1.8
-0.9 -0.8 0.5
0.1 -0.2 0.2
-0.6 0.0 0.1
0.0 -0.3 0.4
0.2 0.3 0.4
0.1 -0.7 0.4
0.9 0.3 1.3
0.6 -0.6 -0.8
-0.4 -0.5 0.5
-0.1 1.1 -1.2
-0.5 -2.0 1.6
0.5 3.1 -0.6
-0.1 -1.5 -0.2
-0.8 -0.8 0.7
0.1 -0.1 -0.5
0.8 0.4 -0.1
-0.3 1.1 -0.8
0.4 0.0 -0.3


No. 2
C5H7NO2S | ωB97M-V/def2-TZVPD

Summary:
LUMO energy (eV): 0.6874
Electronic energy (Eh): -797.94677
HOMO-LUMO gap (eV): 8.9
Charge: 0

Last column: Löwdin charge in e.
Positions of all 16 atoms, in Å:
C (0.30890, 0.48329, -3.05792)  0.109
C (0.79445, 0.43324, -1.94455)  -0.103
C (1.81769, -0.76976, 0.23293)  -0.068
C (1.16761, 0.32619, -0.58473)  -0.277
C (1.09213, 1.08079, 0.54768)  -0.070
N (-2.62502, 0.42424, 0.26920)  -0.282
O (-1.34535, -1.34693, 2.02557)  -0.490
O (1.70929, 0.17994, 1.40904)  -0.090
S (-1.58962, -0.94802, 0.36365)  0.867
H (0.44457, 0.31919, -4.08897)  0.017
H (1.22578, -1.60890, 0.53475)  0.092
H (2.87142, -1.06923, 0.16003)  0.130
H (-0.65428, -1.07831, 2.65180)  0.034
H (0.67562, 1.99784, 0.95985)  0.133
H (-2.30501, 1.29092, 0.04592)  -0.021
H (-3.58819, 0.28550, 0.47574)  0.020

Cartesian forces, eV/Å:
1.4 -0.5 1.0
-0.9 0.1 0.1
0.5 1.2 1.5
0.4 0.8 0.3
0.6 -1.5 -0.3
0.8 -4.8 0.8
-1.2 -0.5 -0.6
-0.4 0.2 -0.7
-1.1 1.5 1.5
-0.6 0.3 -0.8
-0.6 -0.6 -0.4
-0.3 0.3 -0.5
0.4 0.8 -1.2
0.1 -0.1 -0.4
1.2 2.7 -0.5
-0.4 0.0 0.0


No. 3
C5H14NO2 | ωB97M-V/def2-TZVPD

Summary:
LUMO energy (eV): -5.5326
Electronic energy (Eh): -403.73743
HOMO-LUMO gap (eV): 7.5
Charge: +1

Last column: Löwdin charge in e.
Positions of all 22 atoms, in Å:
C (-0.04971, 2.42122, -0.74462)  -0.048
C (-0.41444, 1.17278, 0.09099)  -0.447
C (-0.32478, -0.04027, -0.89561)  -0.151
C (-0.20040, -1.34876, -0.16903)  -0.123
C (-1.63034, -1.20485, -0.11085)  -0.032
O (-2.17961, -0.68035, 1.08273)  0.062
N (0.45551, 1.02952, 1.24177)  0.049
H (-0.71821, 2.49056, -1.72592)  0.126
H (0.95751, 2.17394, -1.16985)  0.091
H (-0.07287, 3.41549, -0.25312)  0.093
H (-1.38704, 1.32422, 0.41451)  0.099
H (0.60029, 0.03681, -1.48951)  0.178
H (-1.01053, 0.21018, -1.63216)  0.127
H (0.33758, -1.49470, 0.78517)  0.141
H (0.08466, -2.28712, -0.92026)  0.207
H (-2.32749, -1.95522, -0.74293)  0.226
H (1.02636, 1.80726, 1.47644)  0.066
H (-2.98880, -1.27128, 1.25586)  0.182
H (0.05005, 0.85049, 2.22592)  0.133
H (3.01021, -2.65064, -0.21277)  0.064
H (3.62746, -2.17224, 1.14806)  0.064
O (3.15462, -1.82702, 0.34519)  -0.107

Cartesian forces, eV/Å:
-0.1 -0.5 -2.5
1.8 1.4 -0.3
2.7 3.1 1.8
-1.2 -4.9 -1.4
-1.3 -3.7 3.3
-0.2 -2.5 -3.2
-0.4 -1.1 2.6
1.1 -0.1 2.1
-0.5 0.8 0.5
0.0 -0.9 -0.1
-2.1 -0.1 0.5
0.0 -0.1 0.1
-2.1 -0.4 -1.7
0.0 1.2 -0.7
-0.7 2.7 1.8
1.4 2.6 0.9
0.7 0.9 -0.7
1.0 1.6 -0.4
0.0 -0.1 -2.6
0.5 1.5 1.1
-0.6 0.5 -1.1
0.1 -2.1 0.0


No. 4
C2H3ClN2O | ωB97M-V/def2-TZVPD

Summary:
LUMO energy (alpha / beta) (eV): 0.6073 / -3.3605
Electronic energy (Eh): -722.74605
HOMO-LUMO gap (alpha / beta) (eV): 6.8 / 7.5
Charge: 0
2S+1: 3

Last column: Löwdin spin population.
Positions of all 9 atoms, in Å:
C (-1.75885, 1.92923, -0.64755)  0.007
C (0.59298, -0.66440, -1.09216)  0.743
N (-1.16909, 1.27548, 0.18663)  0.032
N (0.65333, -0.87057, 0.14153)  0.888
O (-2.12924, 2.47744, -1.56584)  0.008
Cl (-0.79234, -0.98317, -2.06206)  0.270
H (1.57165, -0.53548, -1.72651)  0.023
H (-1.39282, 1.07856, 1.18677)  0.000
H (-0.23435, -1.08186, 0.46845)  0.030

Cartesian forces, eV/Å:
1.6 -1.8 2.5
2.6 3.3 -12.8
-0.3 -0.3 1.9
1.6 -2.7 9.4
-1.4 1.7 -2.5
0.3 -0.6 0.3
-2.2 -0.2 1.2
0.1 0.6 -1.7
-2.1 0.0 1.6


No. 5
C30H28HgN2O4S2 | ωB97M-V/def2-TZVPD

Summary:
LUMO energy (alpha / beta) (eV): 2.0555 / 2.0540
Electronic energy (Eh): -2520.16730
HOMO-LUMO gap (alpha / beta) (eV): 2.9 / 5.5
Charge: -1
2S+1: 2

Last column: Löwdin spin population.
Positions of all 67 atoms, in Å:
Hg (-0.60412, 0.70465, 0.96252)  0.008
O (-1.64397, 2.58240, 1.34062)  0.031
C (-0.96020, 3.39918, 2.15755)  0.060
C (-0.93787, 4.75542, 1.82073)  0.002
C (-0.38646, 5.73930, 2.63442)  0.098
C (0.17971, 5.36216, 3.84801)  -0.004
C (0.20337, 4.02613, 4.19731)  0.079
C (-0.32492, 2.99008, 3.39201)  0.025
C (-0.17880, 1.65266, 3.88732)  0.240
N (-0.38252, 0.57063, 3.14189)  0.096
N (-0.24379, -0.66112, 3.61904)  -0.072
C (-0.52335, -1.60991, 2.73339)  0.146
O (-0.92226, -1.41177, 1.47821)  0.064
C (-0.36627, -2.99300, 3.16492)  0.026
C (0.02142, -3.31926, 4.47851)  0.043
C (0.18139, -4.63374, 4.86702)  0.003
C (-0.03895, -5.68029, 3.96953)  0.065
C (-0.43062, -5.37196, 2.67309)  0.000
C (-0.59582, -4.05413, 2.27517)  0.051
H (-1.41970, 5.02312, 0.88503)  -0.003
H (-0.41296, 6.77867, 2.32811)  0.009
H (0.60932, 6.10109, 4.51508)  -0.003
H (0.66359, 3.73545, 5.13693)  0.003
H (0.14974, 1.50983, 4.91686)  0.016
H (0.19653, -2.50921, 5.17291)  0.002
H (0.48204, -4.85252, 5.88594)  -0.001
H (0.08835, -6.71080, 4.27821)  0.005
H (-0.61206, -6.16748, 1.95784)  -0.002
H (-0.90927, -3.82223, 1.26708)  0.005
O (1.66322, -0.47617, -0.12031)  0.000
S (2.43646, -1.59582, -0.71732)  0.000
C (2.97674, -0.99144, -2.35909)  0.000
C (1.88656, -0.59384, -3.35317)  0.000
C (0.97033, 0.55666, -2.91539)  0.000
C (1.71492, 1.87701, -2.81139)  0.000
S (0.94972, 3.09996, -1.71172)  0.000
O (0.76376, 2.41874, -0.40121)  0.001
C (-0.67518, 3.19491, -2.46485)  0.000
C (-1.77181, 3.02742, -1.63221)  0.001
C (-3.04281, 3.13758, -2.18629)  0.000
C (-3.20393, 3.41973, -3.53383)  0.000
C (-2.09273, 3.61160, -4.34846)  0.000
C (-0.82004, 3.50516, -3.81361)  0.000
C (1.28939, -2.83840, -1.32222)  0.001
C (1.78476, -3.92765, -2.02984)  0.000
C (0.90262, -4.88110, -2.50772)  0.000
C (-0.46100, -4.74948, -2.26108)  0.000
C (-0.93454, -3.67496, -1.52650)  0.001
C (-0.05786, -2.70737, -1.04566)  0.001
H (3.62348, -1.76571, -2.77808)  0.000
H (3.62537, -0.15212, -2.09877)  0.000
H (1.27339, -1.46956, -3.57400)  0.000
H (2.38475, -0.32896, -4.29297)  0.000
H (0.53151, 0.32642, -1.94552)  0.000
H (0.15326, 0.65332, -3.63316)  0.000
H (1.89048, 2.35083, -3.78025)  0.000
H (2.68626, 1.75122, -2.32813)  0.000
H (-1.63484, 2.84390, -0.56200)  0.001
H (-3.90681, 3.00496, -1.54785)  0.000
H (-4.19853, 3.49759, -3.95525)  0.000
H (-2.21972, 3.84382, -5.39837)  0.000
H (0.04885, 3.66547, -4.44148)  0.000
H (2.84956, -4.03727, -2.20290)  0.000
H (1.27699, -5.73227, -3.06188)  0.000
H (-1.14898, -5.50200, -2.62511)  0.000
H (-1.98919, -3.58828, -1.29824)  0.000
H (-0.40599, -1.90723, -0.39944)  0.000

Cartesian forces, eV/Å:
-0.3 0.0 0.2
0.2 -0.1 0.0
0.0 0.1 0.1
-0.1 -0.1 0.0
0.0 0.0 0.0
0.0 0.0 0.0
0.0 0.0 0.0
0.0 0.0 0.0
0.0 0.0 0.1
0.0 0.0 -0.1
0.0 0.0 0.0
0.0 0.1 0.1
0.1 0.1 0.0
0.0 0.0 0.0
0.0 0.0 0.0
0.0 0.0 0.0
0.0 0.0 0.0
0.0 0.0 0.0
0.0 0.0 0.0
0.0 0.0 0.0
0.0 0.0 0.0
0.0 0.0 0.0
0.0 0.0 0.0
0.0 0.0 0.0
0.0 0.0 0.0
0.0 0.0 0.0
0.0 0.0 0.0
0.0 0.0 0.0
0.0 0.0 0.0
0.0 -0.1 0.1
0.0 0.1 -0.2
0.0 0.0 0.0
0.0 0.0 0.1
0.0 0.0 0.0
0.0 0.0 0.1
-0.1 0.0 0.1
0.1 0.0 -0.1
0.0 0.0 -0.1
0.1 0.0 -0.1
0.0 0.0 0.0
0.0 0.0 0.0
0.0 0.0 0.0
0.0 0.0 0.1
0.0 0.1 0.0
0.0 0.0 0.0
0.0 0.0 0.0
0.0 0.0 0.0
0.0 0.0 0.0
0.0 0.1 0.0
0.0 -0.1 0.0
0.0 0.0 0.0
0.0 0.0 0.0
0.0 0.0 0.0
0.0 0.0 0.0
0.0 0.0 0.0
0.0 0.0 0.0
0.0 0.0 0.0
-0.1 0.1 -0.1
0.0 0.0 0.0
0.0 0.0 0.0
0.0 0.0 0.0
0.0 0.0 0.0
0.0 0.0 0.0
0.0 0.0 0.0
0.0 0.0 0.0
0.0 0.0 0.0
0.0 -0.1 -0.1


No. 6
C6H3IS2 | ωB97M-V/def2-TZVPD

Summary:
LUMO energy (eV): 0.3864
SMILES string: Ic1csc2ccsc12
Electronic energy (Eh): -1324.44743
HOMO-LUMO gap (eV): 8.8
Charge: 0

Last column: Löwdin charge in e.
Positions of all 12 atoms, in Å:
I (-1.06258, -3.65129, 0.07999)  0.844
C (-0.91184, -1.65603, 0.58771)  -0.776
C (-1.47550, -0.90532, 1.52573)  -0.522
S (-1.10645, 0.80563, 1.55641)  0.981
C (-0.01929, 0.71249, 0.19202)  -0.636
C (0.78586, 1.67256, -0.46697)  -0.180
C (1.51148, 1.09583, -1.45916)  -0.411
S (1.23854, -0.60191, -1.64148)  1.000
C (0.13595, -0.52453, -0.35188)  -0.532
H (-2.15829, -1.23754, 2.28696)  0.063
H (0.83277, 2.71658, -0.21258)  0.106
H (2.22935, 1.57353, -2.09676)  0.063

Cartesian forces, eV/Å:
0.0 0.3 0.2
3.2 2.9 -3.0
0.0 0.3 0.1
0.1 -0.2 -0.2
-0.2 -0.5 0.1
0.2 0.1 -0.1
0.2 0.0 -0.2
-0.1 0.3 0.2
-3.3 -3.3 3.0
-0.2 -0.2 0.1
0.1 0.2 0.0
0.1 0.1 -0.2


No. 7
C11H22ORhS4 | ωB97M-V/def2-TZVPD

Summary:
LUMO energy (alpha / beta) (eV): -2.6483 / -5.0837
Electronic energy (Eh): -2210.50365
HOMO-LUMO gap (alpha / beta) (eV): 7.0 / 6.8
Charge: +1
2S+1: 5

Last column: Löwdin spin population.
Positions of all 39 atoms, in Å:
Rh (0.19766, -0.10881, 0.40755)  1.932
C (-3.20690, -0.41369, -0.28554)  0.062
C (-3.16868, 0.71224, 0.74689)  0.003
S (-1.68526, 1.75179, 0.71081)  0.070
C (-1.76346, 2.33262, -1.01610)  0.009
C (-0.46578, 3.01594, -1.40551)  0.010
S (0.98085, 1.90732, -1.24791)  0.108
C (1.92668, 2.80870, 0.02708)  0.009
C (3.00340, 1.91518, 0.60877)  0.081
S (2.31734, 0.51796, 1.52773)  0.734
C (-0.08756, -0.84291, 3.02401)  0.054
C (-0.72500, -1.76484, 2.29595)  0.034
S (-1.61825, -1.14319, -0.77850)  0.520
H (-3.68248, -0.08533, -1.20972)  0.013
H (-3.80813, -1.23694, 0.10256)  0.012
H (-3.18752, 0.32045, 1.76342)  0.000
H (-4.02988, 1.36785, 0.61958)  0.001
H (-2.59607, 3.03328, -1.08403)  0.002
H (-1.94771, 1.47249, -1.65802)  0.004
H (-0.27605, 3.88857, -0.78171)  0.001
H (-0.51227, 3.32984, -2.44625)  0.002
H (1.23692, 3.11590, 0.81295)  0.001
H (2.36248, 3.68346, -0.45540)  0.002
H (3.61248, 2.48087, 1.31384)  0.011
H (3.66310, 1.51006, -0.16169)  0.018
H (-0.60357, 0.01102, 3.44570)  0.001
H (0.95310, -0.96343, 3.29500)  0.003
H (-1.79555, -1.71727, 2.14458)  0.000
H (-0.23035, -2.66657, 1.96193)  -0.001
C (1.75224, -3.94784, -0.45597)  0.010
O (1.64447, -2.61564, 0.09933)  0.030
C (1.38608, -1.57744, -0.63481)  0.219
C (1.26831, -1.76922, -2.10527)  0.035
H (2.53618, -3.98829, -1.21017)  0.000
H (0.80189, -4.24956, -0.89481)  0.002
H (2.00564, -4.59908, 0.37288)  0.000
H (0.43865, -2.44127, -2.35381)  0.011
H (2.18639, -2.22657, -2.49069)  -0.004
H (1.11661, -0.81762, -2.60469)  0.002

Cartesian forces, eV/Å:
-0.4 0.4 -0.5
0.2 0.0 0.1
0.2 0.1 0.0
0.0 0.0 -0.1
0.0 0.0 0.3
0.1 -0.2 0.0
0.0 0.0 0.2
0.0 -0.1 -0.3
-0.2 -0.1 0.1
-0.2 0.0 -0.1
0.1 0.0 0.0
-0.1 -0.2 0.2
0.6 0.1 0.3
0.0 0.0 0.0
-0.1 0.0 0.0
0.0 0.0 0.0
-0.1 -0.1 0.1
0.0 0.0 -0.1
0.0 0.0 0.0
0.0 0.0 -0.1
0.0 0.1 0.0
0.0 0.1 0.0
0.0 0.0 0.1
0.1 0.0 -0.1
0.0 0.0 0.0
0.0 0.0 0.0
0.0 0.0 0.0
0.0 0.0 -0.1
0.0 0.0 0.0
0.1 -0.2 -0.2
0.1 -0.2 -0.1
-0.4 0.0 0.2
0.2 -0.1 0.0
0.0 0.0 0.0
0.0 0.0 0.0
0.0 0.0 0.0
0.0 0.0 0.0
0.0 0.0 0.0
0.0 0.0 0.0


No. 8
C5H7NO | ωB97M-V/def2-TZVPD

Summary:
LUMO energy (eV): 0.8455
SMILES string: CC1=CNC(=O)C1
Electronic energy (Eh): -324.70753
HOMO-LUMO gap (eV): 9.2
Charge: 0

Last column: Löwdin charge in e.
Positions of all 14 atoms, in Å:
C (-1.84619, 0.61091, -0.26432)  -0.054
C (-0.41419, 0.25435, -0.17754)  -0.314
C (0.61381, 1.04326, 0.13228)  -0.079
N (1.78340, 0.28971, 0.39677)  0.080
C (1.45340, -1.06863, 0.41014)  -0.449
O (2.06540, -1.95381, 0.96594)  0.075
C (0.13911, -1.13063, -0.36931)  -0.041
H (-2.39544, 0.12103, -1.06819)  0.079
H (-1.99231, 1.68346, -0.35125)  0.078
H (-2.27607, 0.28504, 0.68136)  0.084
H (0.64765, 2.12623, 0.15576)  0.123
H (2.46458, 0.65331, 1.04920)  0.143
H (-0.44154, -2.03358, -0.17056)  0.129
H (0.31818, -1.02262, -1.45522)  0.146

Cartesian forces, eV/Å:
-0.1 0.0 0.0
0.1 0.3 0.3
-0.2 0.1 0.1
0.2 -0.1 0.1
0.3 0.1 -0.2
-0.3 0.5 -0.5
0.0 0.1 -0.2
0.1 -0.1 -0.1
0.0 0.1 0.0
-0.4 0.0 0.0
0.0 -0.2 0.2
0.0 -0.2 -0.1
-0.1 0.3 0.1
0.5 -0.9 0.2